Entry 1:
Here is 2 unconnected molecules or ions with the total composition C4H10O2 in a non-equilibrium geometry from OMol25. Energies are from the ωB97M-V functional and the def2-TZVPD basis.

**Highest occupied orbital energy**: -9.9217 eV
**Relative energy (zero: lowest compared OMol25 entry of this formula, charge and spin)**: 1.1946 eV
**Orbital gap**: 10.85 eV
**SMILES**: CC=O.CCO
**F_max**: 0.0267 Eh/bohr

Positions of all 16 atoms, in Å:
1 O -0.69 0.17 2.59
2 O -1.28 -0.39 -0.99
3 C 0.23 -0.15 1.88
4 C 0.57 0.90 -1.75
5 C -0.73 0.90 -0.95
6 C 0.51 -1.54 1.41
7 H 0.17 -1.61 0.38
8 H 1.58 -1.76 1.40
9 H -0.04 -2.26 2.01
10 H -2.03 -0.45 -0.39
11 H -1.44 1.60 -1.42
12 H -0.53 1.26 0.11
13 H 0.98 1.91 -1.81
14 H 1.01 0.61 1.57
15 H 1.29 0.24 -1.28
16 H 0.39 0.54 -2.76

Partial atomic charges computed with the Löwdin method, in multiples of e:
1. O 0.037
2. O -0.092
3. C -0.361
4. C -0.081
5. C -0.337
6. C -0.051
7. H 0.068
8. H 0.080
9. H 0.085
10. H 0.098
11. H 0.112
12. H 0.101
13. H 0.076
14. H 0.125
15. H 0.066
16. H 0.076

=====

Entry 2:
Here is 3 unconnected molecules or ions with the total composition C12H21BrO9S in a non-equilibrium geometry from OMol25. Energies are from the ωB97M-V functional and the def2-TZVPD basis.

**Highest occupied orbital energy**: -9.6817 eV
**Relative energy (zero: lowest compared OMol25 entry of this formula, charge and spin)**: 2.2932 eV
**Orbital gap**: 10.28 eV
**F_max**: 0.1095 Eh/bohr

Positions of all 44 atoms, in Å:
1 Br -4.20 -1.63 -0.46
2 S 0.66 1.91 -1.96
3 O 1.30 0.32 -1.83
4 O -3.72 2.01 2.60
5 O 5.08 -3.96 -1.19
6 O -3.47 0.45 4.20
7 O 4.61 -1.76 -1.40
8 O -2.13 0.39 2.35
9 O 3.83 -2.92 0.41
10 O 1.16 2.43 -3.34
11 O -1.03 1.76 -2.06
12 C -1.68 1.87 -0.74
13 C -3.02 -0.34 -1.43
14 C 2.21 0.18 -0.69
15 C -4.83 2.12 3.48
16 C 6.70 -4.28 -2.96
17 C -5.23 3.56 3.67
18 C -3.21 1.22 -0.94
19 C -3.03 0.90 2.99
20 C 5.60 -2.09 -2.37
21 C 5.44 -3.57 -2.51
22 C 4.45 -2.88 -0.63
23 C -4.31 1.46 4.72
24 H -6.16 3.64 4.25
25 H -1.89 -0.66 -1.27
26 H -5.11 1.03 5.33
27 H -5.66 1.55 3.03
28 H 5.42 -1.55 -3.30
29 H -4.45 4.13 4.18
30 H -3.71 2.13 5.35
31 H -3.89 1.36 0.00
32 H -3.67 1.80 -1.88
33 H -3.20 -0.39 -2.61
34 H -1.09 1.37 0.13
35 H -1.87 3.00 -0.44
36 H 6.59 -5.36 -2.83
37 H 6.91 -4.07 -4.01
38 H 1.60 0.49 0.27
39 H 6.58 -1.79 -1.97
40 H 7.56 -3.98 -2.36
41 H 4.60 -3.82 -3.17
42 H 2.50 -0.97 -0.53
43 H -5.39 4.05 2.70
44 H 3.17 0.87 -0.74

Partial atomic charges computed with the Löwdin method, in multiples of e:
1. Br 0.521
2. S 1.019
3. O -0.431
4. O 0.065
5. O 0.089
6. O 0.070
7. O 0.036
8. O 0.128
9. O 0.135
10. O -0.454
11. O -0.395
12. C -0.249
13. C -0.602
14. C -0.150
15. C -0.351
16. C -0.022
17. C -0.021
18. C -0.212
19. C -0.500
20. C -0.108
21. C -0.351
22. C -0.505
23. C -0.113
24. H 0.092
25. H 0.083
26. H 0.145
27. H 0.165
28. H 0.147
29. H 0.090
30. H 0.142
31. H 0.096
32. H 0.126
33. H 0.091
34. H 0.117
35. H 0.132
36. H 0.090
37. H 0.092
38. H 0.094
39. H 0.143
40. H 0.090
41. H 0.164
42. H 0.100
43. H 0.090
44. H 0.112

=====

Entry 3:
Here is a molecular structure, C43H48CoN11PS3 from OMol25. Energies are from the ωB97M-V functional and the def2-TZVPD basis.

**Total charge**: +2
**Highest occupied orbital energy (alpha / beta)**: -11.7593 / -11.7871 eV
**Relative energy (zero: lowest compared OMol25 entry of this formula, charge and spin)**: 2.9858 eV
**Multiplicity**: 2
**Orbital gap (alpha / beta)**: 6.81 / 6.83 eV
**⟨S²⟩**: 0.78
**F_max**: 0.0066 Eh/bohr

Positions of all 107 atoms, in Å:
1 Co 0.16 0.55 0.70
2 S -4.09 -2.50 3.47
3 S 0.90 -1.25 -0.53
4 S 7.05 1.80 1.87
5 P -2.54 -2.30 -0.30
6 N 2.10 0.15 1.39
7 N -0.25 3.41 1.65
8 N 1.51 1.41 -0.66
9 N -1.02 1.79 -0.73
10 N 3.52 -1.42 0.05
11 N -1.85 -4.18 -2.27
12 N -1.58 -4.90 0.04
13 N 2.81 0.88 -0.43
14 N -3.79 -4.73 -0.92
15 N -0.04 2.05 2.05
16 N -0.21 -0.78 2.43
17 C 2.43 -0.55 0.05
18 C -0.70 4.24 3.91
19 C -5.01 -3.59 4.42
20 C 3.35 -0.59 3.28
21 C 5.48 2.57 0.01
22 C -3.26 -4.78 -2.23
23 C 3.21 5.47 -2.32
24 C -2.19 3.69 -2.38
25 C 1.23 2.42 -1.37
26 C 4.07 3.58 -3.54
27 C -1.31 -1.32 2.89
28 C 1.00 -1.82 4.28
29 C -2.34 1.90 -0.82
30 C 0.96 -1.05 3.10
31 C 4.49 0.13 2.70
32 C -0.20 -2.41 4.70
33 C 2.25 4.66 -1.74
34 C -0.98 -4.93 -1.24
35 C 6.71 3.23 -0.21
36 C 2.25 -1.94 4.95
37 C 3.04 1.21 1.04
38 C 0.16 4.41 2.67
39 C 1.65 4.31 3.02
40 C 3.38 -1.33 4.49
41 C 2.20 3.30 -2.05
42 C -0.11 5.76 2.02
43 C 5.50 1.76 1.11
44 C -4.24 -4.18 5.38
45 C 3.12 2.76 -2.95
46 C -2.89 -3.76 5.33
47 C -0.26 2.62 -1.46
48 C -1.37 -2.20 4.00
49 C -1.87 -2.71 -1.99
50 C 4.12 4.93 -3.22
51 C -0.81 3.58 -2.30
52 C 2.16 -0.51 2.61
53 C -4.06 -3.36 -0.46
54 C -2.64 -2.84 4.35
55 C 7.65 2.91 0.72
56 C -2.92 -5.46 0.01
57 C -1.54 -3.56 0.64
58 C 4.40 0.96 1.64
59 C -2.97 2.84 -1.62
60 H 1.53 5.08 -1.04
61 H 2.27 4.40 2.13
62 H -0.20 -3.04 5.58
63 H 4.30 -1.41 5.04
64 H -4.56 -3.41 0.51
65 H -1.17 5.85 1.75
66 H 0.00 -4.46 -1.25
67 H 4.86 5.57 -3.68
68 H -4.77 -2.89 -1.15
69 H 0.30 3.55 0.81
70 H -0.84 1.79 2.63
71 H 8.67 3.25 0.79
72 H 2.29 -2.52 5.86
73 H 2.71 2.23 1.24
74 H -0.51 -3.21 0.71
75 H 1.93 5.11 3.70
76 H 5.45 0.00 3.18
77 H 4.41 -0.99 -0.16
78 H 4.77 3.17 -4.25
79 H -3.16 -5.81 -2.57
80 H 0.15 6.57 2.70
81 H -0.91 -5.96 -1.61
82 H -1.45 -4.33 -3.20
83 H -4.62 -4.90 6.09
84 H 3.36 -2.26 -0.49
85 H -4.05 2.89 -1.65
86 H -0.48 5.04 4.63
87 H 4.62 2.68 -0.63
88 H -0.84 -2.33 -2.07
89 H -3.35 -5.41 1.01
90 H -0.16 4.21 -2.89
91 H 6.90 3.92 -1.03
92 H -1.94 -3.62 1.66
93 H -6.06 -3.72 4.24
94 H 3.25 6.52 -2.07
95 H -2.47 -2.22 -2.75
96 H -1.76 4.29 3.65
97 H -0.51 3.30 4.42
98 H -2.22 -1.07 2.35
99 H 1.91 3.37 3.53
100 H -2.13 -4.12 6.01
101 H -2.92 1.21 -0.21
102 H 0.48 5.89 1.11
103 H -2.87 -6.50 -0.31
104 H 0.77 1.98 2.66
105 H 3.09 1.70 -3.18
106 H -2.64 4.43 -3.02
107 H -3.87 -4.21 -2.93

Löwdin population analysis, charges in e, atoms 1 to 99:
1. Co 0.312
2. S 1.031
3. S 0.735
4. S 1.079
5. P 1.026
6. N -0.079
7. N -0.018
8. N -0.010
9. N 0.066
10. N 0.117
11. N -0.068
12. N -0.137
13. N 0.064
14. N -0.144
15. N 0.009
16. N 0.072
17. C -0.792
18. C -0.037
19. C -0.387
20. C -0.109
21. C -0.104
22. C -0.109
23. C -0.054
24. C -0.020
25. C -0.151
26. C -0.057
27. C -0.125
28. C -0.120
29. C -0.107
30. C -0.130
31. C 0.036
32. C 0.077
33. C -0.040
34. C -0.101
35. C -0.162
36. C 0.005
37. C -0.182
38. C -0.622
39. C -0.037
40. C 0.014
41. C -0.193
42. C -0.032
43. C -0.487
44. C -0.156
45. C -0.030
46. C -0.101
47. C -0.194
48. C -0.195
49. C -0.288
50. C -0.060
51. C 0.019
52. C -0.145
53. C -0.314
54. C -0.484
55. C -0.388
56. C -0.144
57. C -0.332
58. C -0.180
59. C -0.028
60. H 0.105
61. H 0.081
62. H 0.131
63. H 0.126
64. H 0.070
65. H 0.091
66. H 0.139
67. H 0.114
68. H 0.096
69. H 0.081
70. H 0.108
71. H 0.077
72. H 0.124
73. H 0.142
74. H 0.042
75. H 0.098
76. H 0.109
77. H 0.103
78. H 0.115
79. H 0.148
80. H 0.097
81. H 0.148
82. H 0.183
83. H 0.115
84. H 0.076
85. H 0.116
86. H 0.096
87. H 0.088
88. H 0.018
89. H 0.140
90. H 0.123
91. H 0.107
92. H 0.069
93. H 0.076
94. H 0.114
95. H 0.103
96. H 0.092
97. H 0.077
98. H 0.069
99. H 0.076

=====

Entry 4:
Here is 2 unconnected molecules or ions with the total composition C3H3F3S in a non-equilibrium geometry from OMol25. Energies are from the ωB97M-V functional and the def2-TZVPD basis.

**Highest occupied orbital energy (alpha / beta)**: -7.2419 / -10.4197 eV
**Relative energy (zero: lowest compared OMol25 entry of this formula, charge and spin)**: 4.3608 eV
**Orbital gap (alpha / beta)**: 5.48 / 10.01 eV
**F_max**: 0.1194 Eh/bohr

Positions of all 10 atoms, in Å:
1 S -0.04 -2.20 -1.00
2 F 2.20 0.01 -1.15
3 F 1.83 2.17 -0.90
4 F 1.86 0.84 0.86
5 C -0.86 -0.95 -0.48
6 C 1.46 0.93 -0.45
7 C -1.46 -0.23 0.54
8 H -0.90 0.61 0.78
9 H -1.51 -0.99 1.49
10 H -2.57 -0.19 0.31

Partial atomic charges computed with the Löwdin method, in multiples of e:
1. S 0.760
2. F 0.032
3. F 0.070
4. F 0.067
5. C -0.704
6. C -0.324
7. C -0.197
8. H 0.039
9. H 0.139
10. H 0.119